Formula: C3H3ClO2S
Source: the OMol25 dataset
Level of theory: ωB97M-V/def2-TZVPD

The geometry in XYZ format:
```
10
Properties=species:S:1:pos:R:3:forces:R:3:mulliken_charge:R:1
Cl -1.11204 -0.24099 -1.99915 0.30 -0.06 0.09 -0.182
S 2.74515 1.65113 -0.10898 -0.95 -1.24 0.60 0.416
O 2.11486 2.63094 -0.96466 -0.18 0.99 -0.69 -0.397
O 1.39087 0.44228 0.45933 -2.67 -1.69 0.38 -0.495
C -1.09229 -0.05554 -0.22184 -3.37 1.34 -1.00 -0.126
C 0.17758 -0.06114 0.42534 5.10 2.89 -0.77 0.569
C -0.58212 -1.23041 0.57027 -1.16 -2.14 2.20 -0.558
H -2.12020 0.46577 0.00286 2.47 -0.81 0.19 0.295
H -1.00392 -1.33262 1.58265 -0.28 0.40 -0.15 0.209
H -0.51788 -2.26940 0.25418 0.73 0.32 -0.86 0.268
```
Forces are in eV/Å.

Computed properties:
* LUMO level (spin up / spin down): -0.778 / -1.503 eV
* HOMO-LUMO gap (spin up / spin down): 7.373 / 5.667 eV
* net charge: 0
* HOMO level (spin up / spin down): -8.15 / -7.17 eV

Formula: C5H11ClSi
Source: the OMol25 dataset
Level of theory: ωB97M-V/def2-TZVPD

The geometry in XYZ format:
```
18
Properties=species:S:1:pos:R:3:forces:R:3:mulliken_charge:R:1
Cl 1.30540 0.74121 -5.41356 -0.46 -0.31 0.27 -0.239
Si 0.36816 -0.06021 -3.72816 -0.06 -0.47 0.50 0.273
C -0.57768 -1.29436 -0.20290 2.49 0.33 -0.49 -0.839
C -0.91203 -0.63473 2.25695 2.12 0.58 0.44 -1.302
C -0.29645 -0.24084 0.87073 0.06 0.36 1.61 0.913
C 0.46406 0.83811 0.81020 0.21 -1.65 -1.44 -0.282
C 1.03571 2.04775 1.38047 -0.73 0.99 0.81 -0.990
H -0.72913 -2.27628 0.25771 0.90 0.02 0.10 0.324
H 0.34367 -1.20475 -0.88422 -1.36 -0.85 0.82 0.066
H -0.35486 -0.23620 3.17343 -0.90 0.42 -1.42 0.310
H 0.53205 2.16957 2.35255 -0.46 0.47 -0.04 0.301
H -1.92314 -0.25816 2.16931 -0.49 -0.71 0.77 0.296
H -1.43157 -1.30407 -0.84140 -0.99 1.20 -0.38 0.300
H -0.68429 -1.69365 2.44719 -1.14 -0.03 -0.48 0.383
H 0.68361 2.89325 0.68746 1.11 -0.80 1.26 0.233
H 1.25996 -1.25113 -3.25656 -0.93 0.77 -0.53 -0.019
H 2.09413 2.09920 1.78772 -0.84 -0.34 -1.59 0.291
H -1.17760 -0.33470 -3.86694 1.46 0.03 -0.19 -0.021
```
Forces are in eV/Å.

Computed properties:
* LUMO level (spin up / spin down): -0.978 / 0.529 eV
* HOMO-LUMO gap (spin up / spin down): 6.447 / 8.466 eV
* net charge: 0
* HOMO level (spin up / spin down): -7.43 / -7.94 eV

Formula: CH6N3S
Source: the OMol25 dataset
Level of theory: ωB97M-V/def2-TZVPD

The geometry in XYZ format:
```
11
Properties=species:S:1:pos:R:3:forces:R:3:mulliken_charge:R:1
S -1.82572 -0.08203 0.04051 0.85 3.00 0.97 0.137
N 0.81112 -0.61108 0.19672 0.98 2.30 -2.46 -0.329
N -0.41760 -1.28104 -0.01328 1.15 -0.36 1.61 -0.194
N -0.68262 1.25776 0.19327 -0.87 -0.85 0.14 -0.330
C 0.62648 0.79390 -0.40339 -2.56 -1.16 1.10 -0.368
H 0.43265 0.69433 -1.47660 0.22 -0.06 0.13 0.282
H -0.50832 -1.32620 -1.02773 0.57 -1.59 0.03 0.419
H -0.71679 1.76064 1.12511 0.41 -1.29 -1.35 0.327
H 1.39769 -0.55393 1.02130 -1.23 -0.98 0.78 0.290
H -0.53005 -2.17417 0.57339 0.25 1.45 -1.32 0.391
H 1.41315 1.52181 -0.22930 0.23 -0.45 0.36 0.374
```
Forces are in eV/Å.

Computed properties:
* SMILES string: C1N[NH2+]SN1
* LUMO level: -4.529 eV
* HOMO-LUMO gap: 9.633 eV
* net charge: +1
* HOMO level: -14.16 eV

Formula: C18H16FN3O4S
Source: the OMol25 dataset
Level of theory: ωB97M-V/def2-TZVPD

The geometry in XYZ format:
```
43
Properties=species:S:1:pos:R:3:forces:R:3:mulliken_charge:R:1
S -3.03067 -1.13847 -1.53959 -2.96 -1.23 2.07 1.231
F 3.65260 -3.05452 4.52816 -1.23 0.16 -1.48 -0.295
O -4.42724 -1.50673 -1.15246 2.14 0.70 -2.09 -0.703
O -2.24571 -0.98589 -0.33306 1.12 0.69 -0.83 -0.582
O -1.23186 2.79695 -1.57885 -1.14 0.27 -0.51 -0.332
O 2.90245 -0.79828 2.47739 0.84 2.91 -0.33 -0.436
N 3.62102 3.22051 0.76321 -1.80 -3.11 -0.27 -0.737
N 0.42151 1.92990 -0.23415 0.06 1.03 -1.27 -0.692
N 1.72365 2.06783 0.13236 -0.75 -0.13 -0.15 0.536
C 1.39132 -2.17435 1.71279 -1.53 -3.08 -0.04 1.118
C 0.90453 -4.38893 2.55472 -2.67 0.26 -1.96 -0.373
C -2.21749 -2.43669 -2.56545 -0.88 1.53 0.21 -1.012
C 2.49135 3.24266 -0.01228 1.73 -0.83 3.06 0.424
C 2.65632 -3.10836 3.54924 0.59 -0.06 -0.22 0.224
C 2.00453 4.34017 -0.67165 -2.63 -0.86 -1.99 -0.542
C 1.36554 -1.11878 0.80104 0.85 2.60 0.50 -0.634
C -3.02225 0.39097 -2.58311 -1.93 -0.22 -0.47 -0.776
C 0.70743 4.10931 -1.21768 1.12 2.56 -0.72 -0.245
C 2.48093 1.16662 0.88191 0.07 0.40 1.26 0.050
C 1.97983 -4.35800 3.36492 2.81 2.69 1.82 -0.684
C 3.52973 1.91658 1.30164 2.71 1.51 -0.20 -0.548
C -0.06628 2.96176 -0.95690 2.53 -2.13 1.61 0.329
C 2.25547 -0.20524 1.35367 -1.89 -1.47 -1.46 0.772
C -3.49076 1.67222 -1.81977 2.06 -0.35 0.55 -0.881
C 0.58579 -3.32096 1.69286 -0.19 -0.47 0.74 -0.660
C -2.37503 2.34555 -0.85047 -1.63 -1.02 0.20 -0.360
C 2.35925 -1.99238 2.69807 -0.49 -2.10 -0.23 -0.166
H 4.31718 1.43613 1.91969 -0.49 0.92 -0.42 0.426
H 2.72071 5.16334 -0.81814 -0.98 -0.18 -0.02 0.407
H -3.77833 0.31397 -3.47186 1.38 -0.61 1.64 0.366
H 2.39867 -5.17371 3.94084 -0.49 -0.08 0.12 0.426
H -2.88534 3.16567 -0.35678 0.02 0.73 -0.30 0.306
H -3.74275 2.31697 -2.65816 0.20 0.66 0.26 0.408
H -2.06942 1.74078 0.02157 -0.07 -0.48 -0.89 0.360
H 0.18851 -5.21137 2.62065 0.49 -0.05 -0.27 0.361
H -1.52400 -2.96911 -1.92840 -0.16 -0.19 0.11 0.285
H 0.23192 4.83969 -1.91609 0.51 -0.52 0.84 0.356
H -2.02968 0.45472 -3.00576 0.35 0.29 0.06 0.493
H 0.71554 -0.99684 -0.08905 0.58 0.03 0.98 0.310
H -0.33973 -3.29918 1.09272 0.69 -0.30 0.23 0.383
H -2.99307 -3.01183 -3.05728 0.03 -0.28 0.17 0.363
H -1.69368 -1.84998 -3.30155 0.47 -0.06 -0.40 0.373
H -4.44249 1.50732 -1.28895 0.59 -0.13 0.09 0.354
```
Forces are in eV/Å.

Computed properties:
* SMILES string: CS(=O)(=O)CCCOc1ccc2ncc(-c3cc4cccc(F)c4o3)n2n1
* LUMO level: -0.473 eV
* HOMO-LUMO gap: 7.299 eV
* net charge: 0
* HOMO level: -7.77 eV

Calculated relative energy (zero: lowest compared OMol25 entry of this formula, charge and spin), 113.31; 121.53; 69.13; 46.61 kcal per mole (same order as the records).